ORCA calculation (ωB97M-V/def2-TZVPD) on a 2-piece molecular cluster, C16H39N4O4PSSi2 overall.

Geometry as XYZ:
```
67
Properties=species:S:1:pos:R:3:forces:R:3:nbo_charge:R:1
C 3.807053 2.796189 2.132865 -0.8 0.7 0.2 -0.942
P 3.553231 3.200998 0.320993 1.8 0.5 -0.4 0.616
O 3.386441 4.914175 0.239836 -1.1 -1.5 0.7 -0.943
Si 1.612044 2.394131 -0.436746 -0.7 -0.4 -1.1 0.975
N 1.862549 0.864726 -1.351805 0.2 1.1 0.7 -1.252
C 0.902400 3.662949 -1.680852 0.4 0.7 -0.3 -0.883
C 1.976545 4.374211 -2.613147 -0.5 0.6 -0.4 -0.399
C 1.846309 4.044153 -4.141655 0.9 0.1 0.1 -0.422
C 2.161115 2.540813 -4.515414 0.0 0.5 0.1 -0.512
S 3.050540 2.598747 -6.159148 0.8 -0.9 0.6 0.266
C 4.379238 1.397538 -6.027954 1.8 -2.5 -1.2 0.274
N 4.899327 0.670672 -7.030693 -2.3 1.9 -0.2 -0.307
N 5.874011 -0.165757 -6.607514 -0.1 1.1 3.6 -0.264
C 5.941613 0.068705 -5.285531 0.1 -0.5 -2.3 0.267
O 5.064628 1.024030 -4.884608 -0.3 0.1 0.2 -0.431
Si 0.148537 1.851307 1.223080 -1.0 -0.9 1.2 1.148
C -1.330026 0.814221 0.594526 -0.4 -0.3 0.4 -1.099
C -0.578398 3.374636 2.115587 -0.7 0.4 -0.1 -1.104
C 1.076516 0.698442 2.467945 0.6 0.0 -0.7 -1.085
H 4.656557 3.439828 2.483521 -0.7 -0.7 -0.3 0.249
H 4.035754 1.717169 2.286231 -0.1 0.8 -0.3 0.249
H 2.879226 3.055001 2.699774 0.8 -0.2 -0.1 0.216
H 2.471073 5.092389 0.526676 0.6 0.4 -0.1 0.471
H 2.694051 0.916948 -1.940237 -0.3 -0.3 0.0 0.381
H 1.020146 0.741509 -1.917096 0.5 -0.2 0.0 0.380
H 0.371389 4.467954 -1.096308 0.2 -0.8 -0.7 0.231
H 0.169741 3.152650 -2.366491 0.4 0.4 0.9 0.233
H 3.039682 4.219885 -2.311768 -0.8 -0.1 -0.1 0.216
H 1.791213 5.480935 -2.520009 0.4 -1.0 -0.1 0.216
H 0.862792 4.368476 -4.556544 0.6 -0.4 0.4 0.210
H 2.633103 4.658360 -4.663090 -0.8 -0.4 0.5 0.223
H 1.210139 1.966757 -4.625010 0.9 0.2 0.1 0.224
H 2.852815 2.056328 -3.784198 -0.7 0.5 -0.6 0.230
H 6.622456 -0.454162 -4.592404 -0.8 0.7 -0.3 0.213
H -1.859987 0.456490 1.521924 0.5 0.3 -0.8 0.253
H -2.088415 1.399612 0.017983 0.7 -0.5 0.1 0.231
H -1.010923 -0.127382 0.070030 -0.3 1.0 0.3 0.243
H -0.610575 4.249308 1.407713 0.1 -0.6 0.8 0.229
H -1.653110 3.159105 2.378115 1.0 0.1 -0.2 0.244
H -0.071986 3.643037 3.073294 -0.2 -0.1 -0.8 0.241
H 0.520641 -0.260216 2.618282 0.3 0.9 0.2 0.247
H 1.339292 1.220648 3.418533 -0.3 -0.6 -0.6 0.235
H 2.040371 0.427221 1.953179 -0.8 0.1 0.6 0.230
C -2.542551 -6.613468 3.243652 0.1 0.1 -0.3 -0.245
O -3.012198 -6.295417 1.943421 -0.1 -0.1 0.4 -0.555
C -4.428385 -6.135764 1.873498 0.0 0.1 -0.5 -0.071
C -4.793139 -4.680669 1.617135 0.2 -0.1 0.3 -0.243
N -4.513324 -3.849529 2.785195 -0.1 0.0 -0.2 -0.625
C -4.598804 -2.412483 2.522611 0.2 -0.1 0.2 -0.248
C -3.604236 -1.813175 1.522442 -0.2 0.4 0.2 -0.086
O -2.255952 -1.825391 1.967122 -0.2 -0.4 -0.2 -0.555
C -1.561976 -3.038065 1.718559 0.2 0.2 0.3 -0.246
H -1.486139 -6.868393 3.163409 0.0 0.0 -0.1 0.194
H -2.640160 -5.756931 3.916481 -0.1 -0.1 0.2 0.159
H -3.078853 -7.473317 3.654803 0.0 0.0 0.1 0.172
H -4.928059 -6.524725 2.765770 0.1 0.1 0.1 0.178
H -4.765470 -6.731966 1.020607 0.0 0.0 0.0 0.185
H -5.858884 -4.614970 1.377423 0.0 0.0 0.0 0.193
H -4.222498 -4.346191 0.742821 -0.1 -0.1 -0.2 0.168
H -3.579200 -4.054374 3.117706 -0.1 0.0 0.0 0.351
H -4.446645 -1.911617 3.483367 0.0 0.1 -0.1 0.204
H -5.617696 -2.172769 2.201465 0.0 0.0 -0.1 0.192
H -3.865339 -0.755529 1.408772 0.0 0.0 0.0 0.190
H -3.691263 -2.251731 0.523094 0.1 -0.2 0.0 0.166
H -1.904793 -3.535316 0.808489 -0.1 0.0 0.1 0.177
H -1.651602 -3.709240 2.575738 0.0 -0.2 -0.1 0.161
H -0.501953 -2.801709 1.604553 0.0 0.1 0.0 0.189
```
Forces are in eV/Å.

Results
Structure (SMILES) = CP(O)[Si@](N)(CCCCSc1nnco1)[Si](C)(C)C.COCCNCCOC
Electronic energy = -2471.48010 a.u.
Total charge = 0